Version A
14 unconnected molecules or ions with the total composition C28H84O14. Source: the OMol25 dataset; level of theory: ωB97M-V/def2-TZVPD.

The geometry in XYZ format:
```
126
C28H84O14 | the OMol25 dataset | ωB97M-V/def2-TZVPD
C -2.2135 1.2086 7.7926
C -1.3732 2.4277 8.1793
O -0.0099 2.1765 7.7248
H -2.0870 1.0273 6.7267
H -3.2711 1.3890 7.9794
H -1.8461 0.3675 8.3735
H -1.3713 2.5389 9.2685
H -1.7038 3.3949 7.7926
H 0.5019 2.7862 8.2700
C -3.0909 2.3295 0.0020
C -3.1358 1.4056 1.2047
O -3.8155 2.0332 2.2978
H -2.5466 3.2410 0.2716
H -4.0708 2.6552 -0.3433
H -2.5200 1.9273 -0.8385
H -2.1131 1.1997 1.5386
H -3.6404 0.4598 1.0166
H -3.2269 2.7116 2.6627
C -0.0885 -1.9981 0.9261
C 0.9466 -2.2285 -0.1597
O 0.3818 -1.9922 -1.4414
H -0.8650 -2.7650 0.9391
H -0.5004 -0.9868 0.8964
H 0.3321 -2.0857 1.9365
H 1.3244 -3.2442 -0.0768
H 1.7806 -1.5439 0.0301
H -0.0499 -1.1347 -1.4156
C 1.4500 0.2730 3.4955
C 1.2943 1.2270 4.6538
O -0.0689 1.1935 5.0784
H 0.7946 0.5465 2.6673
H 1.2248 -0.7287 3.8607
H 2.4658 0.2718 3.0976
H 1.5634 2.2698 4.4496
H 1.9452 0.9129 5.4793
H -0.1197 1.5387 5.9877
C -8.2248 -2.7137 7.5808
C -6.7710 -2.2872 7.7020
O -6.1705 -2.3947 6.4061
H -8.2854 -3.7732 7.3237
H -8.7699 -2.0707 6.8968
H -8.7203 -2.6929 8.5573
H -6.1988 -2.9049 8.3959
H -6.7398 -1.2456 8.0355
H -5.2036 -2.4569 6.5307
C -1.9981 2.4404 5.3403
C -1.1432 2.8012 4.1545
O -1.8140 3.7546 3.3375
H -1.7051 1.5231 5.8508
H -3.0669 2.4390 5.1300
H -1.8643 3.1927 6.1288
H -0.8907 1.8928 3.5862
H -0.1612 3.1661 4.4744
H -1.2249 4.4763 3.1119
C -4.8751 -2.7017 -0.7407
C -5.4882 -3.3335 0.4844
O -6.3919 -2.4336 1.0970
H -4.0803 -3.3801 -1.0735
H -4.4020 -1.7521 -0.4904
H -5.5264 -2.5773 -1.6041
H -4.6906 -3.5871 1.1947
H -6.0069 -4.2710 0.2477
H -6.5661 -2.6448 2.0337
C -3.7579 -5.1390 4.6278
C -3.4466 -6.5097 4.0730
O -3.1664 -7.4123 5.1514
H -4.4913 -5.1675 5.4287
H -4.0816 -4.5176 3.7919
H -2.8468 -4.6842 5.0241
H -2.6542 -6.5411 3.3178
H -4.3159 -6.9094 3.5308
H -3.3351 -8.3101 4.8586
C -3.7612 -1.8318 3.3048
C -2.7356 -0.7209 3.3785
O -1.9080 -0.9172 4.5319
H -4.5111 -1.6763 2.5269
H -4.2891 -1.9655 4.2437
H -3.2220 -2.7128 2.9469
H -3.1907 0.2766 3.3779
H -2.0915 -0.7285 2.4899
H -1.3362 -0.1363 4.6118
C -8.2520 0.2174 3.1126
C -6.8397 0.4774 2.6098
O -6.5277 1.8375 2.8722
H -8.9467 0.9436 2.6950
H -8.2812 0.3001 4.2021
H -8.5587 -0.7992 2.8623
H -6.8305 0.2847 1.5326
H -6.1236 -0.2050 3.0714
H -5.6192 1.9957 2.5545
C -8.7116 -4.1678 4.0007
C -7.2125 -4.3944 3.8224
O -6.5119 -3.1659 3.7164
H -9.1915 -5.0797 4.3688
H -9.1843 -3.8518 3.0720
H -8.8894 -3.4364 4.7874
H -7.0416 -5.0447 2.9622
H -6.8781 -5.0053 4.6695
H -6.4914 -2.8005 4.6215
C 1.2374 -1.5683 7.1960
C 1.4386 -0.6986 8.4007
O 2.4648 -1.2899 9.2187
H 0.3657 -1.1901 6.6395
H 0.9545 -2.6057 7.3943
H 2.0198 -1.6312 6.4381
H 0.5144 -0.5634 8.9646
H 1.7972 0.2841 8.0829
H 2.3639 -0.9680 10.1192
C -5.5333 1.0330 6.2476
C -5.2733 2.1597 7.2436
O -6.4768 2.8721 7.5206
H -4.6196 0.4531 6.0832
H -5.6621 1.5052 5.2629
H -6.4421 0.4828 6.4684
H -4.4431 2.8097 6.9424
H -4.9402 1.7360 8.1998
H -6.6966 3.3222 6.6922
C -2.9807 -3.8100 8.4764
C -2.3607 -2.8748 7.4334
O -3.3961 -2.2713 6.6944
H -3.5625 -3.2433 9.2035
H -2.1969 -4.3973 8.9511
H -3.6604 -4.5026 7.9753
H -1.6892 -3.4887 6.8247
H -1.7445 -2.1412 7.9628
H -3.0126 -1.6102 6.0906
```

Total charge: 0
Highest occupied orbital energy in eV: -9.2
LUMO energy in eV: 0.0

Atomic partial charges in e from the Löwdin method, atoms 1 to 4: -0.06 -0.25 -0.09 0.02



Version B
14 unconnected molecules or ions with the total composition C28H84O14. Source: the OMol25 dataset; level of theory: ωB97M-V/def2-TZVPD.

The geometry in XYZ format:
```
126
C28H84O14 | the OMol25 dataset | ωB97M-V/def2-TZVPD
C -4.4551 -1.6625 4.5378
C -3.5209 -1.8869 3.3669
O -2.6000 -0.7895 3.2281
H -5.1913 -2.4634 4.6534
H -5.0390 -0.7496 4.4208
H -3.8925 -1.6076 5.4713
H -4.0865 -1.9788 2.4364
H -2.9158 -2.7955 3.4452
H -1.7862 -1.0127 3.6978
C 4.8368 1.4264 -0.4991
C 4.4398 0.8083 0.8308
O 3.7112 -0.3951 0.6453
H 5.3948 2.3655 -0.4074
H 3.9647 1.7146 -1.0870
H 5.4680 0.7422 -1.0651
H 3.7644 1.4626 1.4026
H 5.3441 0.6895 1.4288
H 2.8347 -0.2490 0.2212
C -0.6466 3.7342 0.6184
C 0.7588 4.2669 0.5663
O 1.6472 3.2313 0.1371
H -1.0433 3.4656 -0.3641
H -1.3146 4.4866 1.0411
H -0.7159 2.8228 1.2180
H 1.0565 4.6008 1.5650
H 0.7873 5.1218 -0.1167
H 2.5047 3.6662 0.0560
C 3.9346 -3.2812 3.4832
C 3.7218 -1.8221 3.9055
O 2.6463 -1.2295 3.1665
H 4.7399 -3.7147 4.0812
H 4.1593 -3.2753 2.4177
H 3.0645 -3.9060 3.6830
H 4.6193 -1.2223 3.7313
H 3.4863 -1.7740 4.9720
H 3.0712 -0.8574 2.3675
C -0.9093 -2.8533 -4.3058
C -1.6726 -1.7233 -4.9943
O -2.3098 -0.8406 -4.0516
H -0.1578 -2.4581 -3.6187
H -0.4800 -3.4718 -5.0928
H -1.6061 -3.3931 -3.6633
H -2.5190 -2.1717 -5.5314
H -1.0355 -1.1808 -5.6883
H -3.0102 -1.3483 -3.6179
C 1.3694 5.4131 -3.4095
C 0.8916 4.0086 -3.0814
O 0.4615 3.3496 -4.2724
H 2.3582 5.3889 -3.8725
H 1.4539 6.0241 -2.5093
H 0.7046 5.8866 -4.1316
H 0.0726 4.0537 -2.3549
H 1.6939 3.4424 -2.5920
H -0.1582 2.6322 -3.9895
C -1.0041 -3.1087 5.8489
C 0.3229 -2.6473 5.2347
O 0.0424 -1.6619 4.2518
H -0.7969 -3.8756 6.5989
H -1.7138 -3.5270 5.1374
H -1.4597 -2.2590 6.3605
H 0.8202 -3.5224 4.8099
H 0.8783 -2.2266 6.0789
H 0.8564 -1.5457 3.7235
C 2.0318 -0.2439 -4.5856
C 3.0041 0.8668 -4.2785
O 2.7462 2.0276 -5.0531
H 2.2196 -1.1120 -3.9444
H 2.0819 -0.5664 -5.6264
H 1.0010 0.0725 -4.3969
H 4.0285 0.5768 -4.5294
H 2.9758 1.1081 -3.2097
H 1.9574 2.5091 -4.7082
C 0.0430 -0.4426 0.9930
C 0.3258 -0.2071 -0.4793
O 1.5188 0.5290 -0.6873
H 0.1097 0.5091 1.5299
H 0.7993 -1.1083 1.4148
H -0.9348 -0.8706 1.2115
H -0.5224 0.2888 -0.9689
H 0.3698 -1.1585 -1.0159
H 1.3701 1.4520 -0.4298
C -3.5334 0.9563 -0.0077
C -3.9462 1.6957 1.2585
O -4.6620 0.8091 2.1209
H -4.3784 0.4656 -0.4912
H -2.7722 0.2075 0.2201
H -3.1194 1.6342 -0.7623
H -4.5927 2.5345 0.9994
H -3.0773 2.0658 1.8130
H -3.9942 0.2244 2.5223
C 1.4488 -4.1871 -1.5053
C 2.6640 -3.2790 -1.4584
O 3.7381 -3.9005 -2.1697
H 1.0209 -4.1413 -2.5088
H 0.6821 -3.9037 -0.7801
H 1.7346 -5.2060 -1.2475
H 2.9840 -3.2054 -0.4080
H 2.4614 -2.2721 -1.8419
H 4.5562 -3.5395 -1.8164
C -2.3327 -2.6555 -0.6900
C -3.7466 -2.9792 -1.1190
O -3.9968 -2.4762 -2.4329
H -1.6022 -3.3094 -1.1653
H -2.2564 -2.7178 0.3956
H -2.0877 -1.6090 -0.8824
H -4.4091 -2.4627 -0.4134
H -3.9186 -4.0586 -1.1002
H -4.8631 -2.7941 -2.7061
C -3.6292 2.3893 -4.2441
C -2.5756 2.5928 -3.1600
O -1.4582 1.7193 -3.2937
H -4.3960 3.1503 -4.0619
H -4.1252 1.4224 -4.2067
H -3.2095 2.5807 -5.2304
H -3.0434 2.4765 -2.1735
H -2.1932 3.6139 -3.2018
H -1.7858 0.8091 -3.4380
C 1.0722 2.4084 3.3579
C 0.9361 1.5654 4.6133
O 0.4654 2.3972 5.6892
H 1.4156 1.8073 2.5034
H 1.7823 3.2262 3.4707
H 0.1113 2.7816 2.9902
H 1.8903 1.1252 4.8863
H 0.1854 0.7873 4.4769
H -0.4105 2.7042 5.4394
```

Total charge: 0
Highest occupied orbital energy in eV: -9.3
LUMO energy in eV: 0.4

Atomic partial charges in e from the Löwdin method, atoms 1 to 4: -0.07 -0.30 -0.11 0.08



Which is most stable? The ranking, best first, is version B, version A.